*i*
# C3HNO3

2 unconnected molecules or ions with the total composition C3HNO3 (the ωB97M-V functional and the def2-TZVPD basis, OMol25).

As for the HOMO-LUMO gap: 11.02 eV. As for the HOMO energy: -10.8 eV.

Atoms and positions in Å:
O 1.92 2.34 0.21
O 2.27 -1.25 0.90
O -3.08 0.70 0.79
N 0.54 0.40 0.54
C -2.95 -0.42 0.79
C 1.71 1.20 0.45
C 1.77 -0.17 0.69
H -0.45 0.01 0.51

=====

*ii*
# C3HNO3

C3HNO3 in the gas phase (the ωB97M-V functional and the def2-TZVPD basis, OMol25).

The SMILES is N#CC(=O)C(=O)O. As for the HOMO-LUMO gap: 9.27 eV. As for the HOMO energy: -11.5 eV.

Atoms and positions in Å:
O -0.71 -1.57 -0.12
O -1.83 0.46 -0.03
O 0.39 1.68 -0.11
N 2.94 -0.46 -0.02
C 0.57 0.46 -0.07
C -0.67 -0.34 -0.07
C 1.83 -0.09 0.00
H -2.51 -0.15 0.42

=====

Stability check: which of them is most stable? *ii*.

=====

*i*
# H6O3

3 unconnected molecules or ions with the total composition H6O3 (the ωB97M-V functional and the def2-TZVPD basis, OMol25).

As for the spin multiplicity: 2. The charge is -1. As for the HOMO-LUMO gap (alpha / beta): 3.26 / 11.09 eV. As for the HOMO energy (alpha / beta): 0.9 / -6.9 eV.

Atoms and positions in Å:
O -0.58 -2.32 -1.68
O 0.14 -0.56 0.48
O 0.34 2.30 0.48
H 0.53 2.07 1.39
H 0.07 0.38 0.36
H 0.22 -2.01 -2.10
H -0.39 -2.31 -0.74
H -0.36 -0.74 1.28
H 0.04 3.20 0.52

=====

*ii*
# H6O3

3 unconnected molecules or ions with the total composition H6O3 (the ωB97M-V functional and the def2-TZVPD basis, OMol25).

As for the spin multiplicity: 2. The charge is -1. As for the HOMO-LUMO gap (alpha / beta): 3.25 / 10.58 eV. As for the HOMO energy (alpha / beta): 1.0 / -6.5 eV.

Atoms and positions in Å:
O 1.41 -0.65 -1.47
O -1.56 1.72 -0.23
O 0.17 -0.89 1.62
H -0.79 1.54 -0.78
H 1.46 -0.34 -0.56
H -2.08 0.91 -0.28
H -0.75 -0.64 1.33
H -0.06 -1.45 2.40
H 2.20 -1.21 -1.59

=====

*iii*
# H6O3

3 unconnected molecules or ions with the total composition H6O3 (the ωB97M-V functional and the def2-TZVPD basis, OMol25).

As for the spin multiplicity: 2. The charge is -1. As for the HOMO-LUMO gap (alpha / beta): 3.20 / 10.92 eV. As for the HOMO energy (alpha / beta): 0.9 / -6.9 eV.

Atoms and positions in Å:
O -1.08 -0.36 2.08
O 0.64 0.51 -0.24
O 0.85 -0.78 -2.59
H 0.43 0.25 0.66
H -0.98 0.36 2.71
H 0.77 -0.51 -1.68
H 0.89 0.04 -3.08
H 0.27 1.39 -0.32
H -1.78 -0.90 2.46

=====

Stability check: which of them is most stable? *iii*.

=====

*i*
# CH10N5

2 unconnected molecules or ions with the total composition CH10N5 (the ωB97M-V functional and the def2-TZVPD basis, OMol25).

The charge is +1. As for the HOMO-LUMO gap: 10.22 eV. As for the HOMO energy: -13.8 eV.

Atoms and positions in Å:
N 2.59 -0.96 -0.41
N -3.30 -0.42 0.18
N 1.90 1.26 0.34
N -0.69 0.49 0.31
N 1.61 -0.02 -0.06
C 0.39 -0.49 -0.08
H -0.47 1.48 0.38
H -3.98 0.37 0.47
H 1.46 1.93 -0.28
H 2.64 -1.16 -1.43
H -3.49 -1.31 0.60
H 0.09 -1.45 -0.34
H -3.20 -0.65 -0.82
H -1.70 0.26 0.31
H 2.72 1.52 0.70
H 3.42 -0.84 0.13

=====

*ii*
# CH10N5

2 unconnected molecules or ions with the total composition CH10N5 (the ωB97M-V functional and the def2-TZVPD basis, OMol25).

The charge is +1. As for the HOMO-LUMO gap: 10.57 eV. As for the HOMO energy: -13.5 eV.

Atoms and positions in Å:
N 1.47 -0.79 -1.02
N -1.82 0.20 0.03
N -0.43 0.17 -0.23
N 0.79 2.01 1.37
N -0.58 -1.98 -1.07
C 0.14 -0.88 -0.75
H -1.61 -2.04 -0.92
H -2.23 1.07 0.23
H -0.07 -2.75 -1.53
H 1.85 0.13 -0.92
H 1.69 2.38 1.55
H 0.17 0.77 0.43
H 0.66 1.14 1.99
H 0.06 2.64 1.60
H -2.16 -0.60 0.63
H 2.06 -1.50 -1.43

=====

Stability check: which of them is most stable? *ii*.

=====

*i*
# C5H12N2O2

2 unconnected molecules or ions with the total composition C5H12N2O2 (the ωB97M-V functional and the def2-TZVPD basis, OMol25).

As for the HOMO-LUMO gap (alpha / beta): 6.78 / 6.78 eV. As for the HOMO energy (alpha / beta): -7.2 / -7.2 eV.

Atoms and positions in Å:
O -2.29 -0.55 0.89
O -0.48 -1.51 -1.12
N -0.94 -0.19 -0.93
N -2.62 1.33 -0.38
C -2.01 0.10 -0.10
C 0.74 1.11 0.74
C 1.94 -0.39 -0.92
C 0.95 -0.26 0.18
C 0.79 -1.37 1.15
H 1.63 1.32 1.35
H 1.42 -1.13 2.02
H 1.06 -2.33 0.73
H -0.13 1.16 1.39
H 0.67 1.87 -0.03
H -3.43 1.49 0.20
H 1.99 -1.40 -1.31
H -0.25 -1.41 1.49
H -2.77 1.58 -1.35
H -0.91 0.37 -1.78
H 1.73 0.31 -1.73
H 2.91 -0.10 -0.48

=====

*ii*
# C5H12N2O2

2 unconnected molecules or ions with the total composition C5H12N2O2 (the ωB97M-V functional and the def2-TZVPD basis, OMol25).

The SMILES is C[C@](N)(O)C=O.[H]/N=C\C. As for the HOMO-LUMO gap: 9.96 eV. As for the HOMO energy: -9.2 eV.

Atoms and positions in Å:
O 0.72 0.30 0.93
O 0.03 0.88 -1.96
N -2.35 -0.66 1.45
N 2.51 0.54 -0.50
C 0.29 -0.15 -1.41
C 1.33 -0.25 -0.20
C 1.71 -1.72 0.00
C -2.11 0.09 0.47
C -2.18 1.58 0.37
H -3.17 1.88 0.00
H -2.00 2.04 1.34
H 0.83 -2.30 0.25
H -1.44 1.93 -0.35
H -1.87 -0.43 -0.49
H -2.54 -0.15 2.32
H -0.03 -1.13 -1.83
H 2.27 1.52 -0.48
H 2.16 -2.12 -0.91
H 0.52 -0.38 1.60
H 2.88 0.31 -1.41
H 2.44 -1.79 0.80

=====

Stability check: which of them is most stable? *ii*.

=====

*i*
# C5H12N2O2

2 unconnected molecules or ions with the total composition C5H12N2O2 (the ωB97M-V functional and the def2-TZVPD basis, OMol25).

The SMILES is CNC(C)=O.CC(N)=O. As for the HOMO-LUMO gap: 10.21 eV. As for the HOMO energy: -9.3 eV.

Atoms and positions in Å:
O 1.17 -0.29 -2.06
O 0.94 0.02 1.43
N -0.75 -0.71 0.05
N 2.58 0.90 -0.74
C 1.47 0.76 -1.52
C -0.63 -1.43 2.41
C -2.16 -0.97 -0.12
C 0.59 2.12 -1.72
C -0.03 -0.70 1.23
H 2.88 0.07 -0.24
H -0.47 1.94 -1.93
H 0.05 -1.38 3.27
H -2.68 0.00 -0.13
H 0.76 2.76 -0.86
H -2.58 -1.60 0.67
H 1.04 2.55 -2.61
H -2.31 -1.50 -1.06
H 2.70 1.73 -0.17
H -0.82 -2.48 2.18
H -1.55 -0.93 2.71
H -0.18 -0.87 -0.79

=====

*ii*
# C5H12N2O2

2 unconnected molecules or ions with the total composition C5H12N2O2 (the ωB97M-V functional and the def2-TZVPD basis, OMol25).

The SMILES is C=C[C@@H](C)O.[H]/N=C\NO. As for the HOMO-LUMO gap: 9.41 eV. As for the HOMO energy: -8.7 eV.

Atoms and positions in Å:
O -0.46 -1.57 0.76
O -2.54 0.28 0.77
N -1.94 1.22 -0.07
N -1.42 1.85 -2.27
C 1.87 -1.99 0.18
C 0.71 -0.99 0.18
C -1.84 1.03 -1.40
C 1.32 1.40 0.50
C 1.06 0.21 1.01
H -1.19 2.77 -1.90
H 2.76 -1.52 -0.22
H -2.11 0.03 -1.72
H 0.49 -0.68 -0.85
H 1.59 2.23 1.13
H 2.07 -2.33 1.20
H 1.10 0.03 2.07
H -1.87 -0.41 0.95
H -1.87 2.14 0.34
H -0.63 -2.42 0.33
H 1.27 1.59 -0.56
H 1.62 -2.86 -0.43

=====

Stability check: which of them is most stable? *i*.

=====

*i*
# C5H12N2O2

C5H12N2O2 in the gas phase (the ωB97M-V functional and the def2-TZVPD basis, OMol25).

The SMILES is C/C(CO)=C(/N)N(C)O. As for the HOMO-LUMO gap: 8.62 eV. As for the HOMO energy: -7.8 eV.

Atoms and positions in Å:
O 2.76 0.64 0.66
O -2.61 0.74 -0.66
N -0.28 1.91 -0.32
N -1.59 -0.08 -0.10
C 0.77 -0.26 -0.46
C 2.16 0.33 -0.59
C -0.30 0.53 -0.27
C -1.92 -0.32 1.29
C 0.68 -1.75 -0.45
H 2.79 -0.36 -1.15
H -1.96 0.61 1.88
H 1.34 -2.18 -1.20
H 0.58 2.36 -0.04
H -2.77 0.40 -1.56
H -1.15 -0.97 1.70
H 2.75 -0.17 1.19
H -1.12 2.35 0.03
H -2.89 -0.82 1.32
H -0.34 -2.07 -0.66
H 2.14 1.28 -1.13
H 0.96 -2.17 0.52

=====

*ii*
# C5H12N2O2

C5H12N2O2 in the gas phase (the ωB97M-V functional and the def2-TZVPD basis, OMol25).

As for the HOMO-LUMO gap: 8.61 eV. As for the HOMO energy: -8.1 eV.

Atoms and positions in Å:
O -0.70 -1.07 -0.40
O -1.47 1.22 -0.43
N 2.18 -0.61 -0.45
N 1.10 1.78 -0.10
C -0.99 0.34 0.31
C -0.71 -1.05 -1.81
C -1.75 -0.10 1.56
C 0.63 0.73 0.77
C 1.31 -0.53 0.52
H -1.92 0.77 2.20
H -1.22 -0.87 2.11
H 1.16 -1.39 1.15
H -2.72 -0.50 1.24
H 2.30 0.25 -0.99
H 0.27 2.12 -0.61
H -1.17 -0.13 -2.17
H 2.58 -1.48 -0.76
H -1.28 -1.91 -2.18
H 0.59 0.97 1.83
H 0.31 -1.10 -2.22
H 1.50 2.56 0.42

=====

*iii*
# C5H12N2O2

C5H12N2O2 in the gas phase (the ωB97M-V functional and the def2-TZVPD basis, OMol25).

The SMILES is C/C(=C(/N)CO)N(C)O. As for the HOMO-LUMO gap: 8.66 eV. As for the HOMO energy: -7.9 eV.

Atoms and positions in Å:
O 3.12 0.59 -0.37
O -1.59 1.33 -1.12
N -1.58 0.05 -0.45
N 0.64 1.71 0.52
C -0.19 -0.47 -0.20
C -2.38 0.17 0.75
C 0.76 0.37 0.23
C 2.22 -0.15 0.42
C -0.09 -1.95 -0.41
H -1.07 -2.31 -0.72
H -0.17 2.16 0.09
H 2.31 -1.22 0.21
H -1.95 1.14 -1.99
H -2.42 -0.82 1.21
H -3.39 0.48 0.48
H 2.92 0.43 -1.30
H -1.97 0.89 1.47
H 0.62 -2.20 -1.19
H 2.52 0.03 1.46
H 0.19 -2.47 0.51
H 1.50 2.22 0.39

=====

*iv*
# C5H12N2O2

C5H12N2O2 in the gas phase (the ωB97M-V functional and the def2-TZVPD basis, OMol25).

The SMILES is C[C@H](N=O)N(C)[C@@H](C)O. As for the HOMO-LUMO gap: 8.57 eV. As for the HOMO energy: -8.8 eV.

Atoms and positions in Å:
O 0.81 -0.86 1.55
O -2.42 -0.01 -1.76
N -0.16 0.48 -0.19
N -1.42 -0.69 -2.02
C 0.75 -1.61 -1.33
C -0.47 -0.81 -0.84
C -0.77 0.87 2.13
C 0.34 0.42 1.17
C 0.61 1.40 -1.02
H -0.40 0.86 3.16
H 1.41 -1.02 -1.96
H -1.62 0.18 2.10
H 0.56 2.41 -0.60
H -1.04 -1.44 -0.14
H 0.43 -2.48 -1.93
H 1.34 -2.01 -0.50
H 1.66 1.11 -1.10
H 0.14 -1.28 2.11
H -1.12 1.88 1.90
H 1.18 1.11 1.31
H 0.20 1.48 -2.03

=====

Stability check: which of them is most stable? *ii*.